# 1
A molecular structure, C35H34N5O6SV. Source: the OMol25 dataset; level of theory: wB97M-V/def2-TZVPD.

```
82
Properties=species:S:1:pos:R:3
V 0.73206 1.29276 -0.86396
O 1.98774 2.69691 -0.11394
C 1.87209 3.66609 0.71807
C 2.92553 4.61398 0.85590
C 2.84159 5.65528 1.74293
C 1.71400 5.83375 2.56156
C 0.68587 4.92937 2.45243
C 0.73351 3.85271 1.55206
C -0.39304 2.95573 1.52082
N -0.53715 1.95412 0.74075
C -1.76349 1.14724 0.87452
C -1.89338 0.30455 -0.39484
N -0.54537 -0.18504 -0.51918
C 0.42445 -1.71765 -1.94724
C 1.92998 -1.73249 -1.96960
C 2.57471 -2.57670 -2.86819
C 3.95309 -2.72950 -2.87890
C 4.70291 -2.00547 -1.95524
C 4.09343 -1.14625 -1.06203
C 2.68827 -0.96922 -1.03873
O 2.13531 -0.13487 -0.21611
H 3.79840 4.47505 0.23043
H 3.66717 6.35513 1.81418
H 1.65916 6.65803 3.25945
H -0.19736 5.03480 3.07514
H -1.18827 3.18122 2.24020
H -2.63575 1.78502 1.04864
H -1.64386 0.48699 1.73857
H -2.20314 0.92122 -1.24279
H -2.62815 -0.50303 -0.26439
H 0.05050 -2.19296 -2.85834
H 1.96837 -3.13456 -3.57629
H 4.43012 -3.39192 -3.58908
H 5.78278 -2.10740 -1.93963
H 4.67280 -0.57087 -0.34966
N 2.07622 1.48509 -2.56454
C 1.36160 2.01115 -3.69196
C 1.83139 1.91490 -4.98454
C 1.06542 2.45948 -6.02217
C -0.11561 3.10363 -5.74896
C -0.61416 3.21206 -4.42803
C -1.80510 3.89423 -4.10045
C -2.15148 3.94838 -2.76042
C -1.41278 3.29900 -1.79240
N -0.29684 2.54673 -2.05124
C 0.13173 2.60269 -3.38721
H 2.59072 0.64399 -2.80803
H 2.72297 2.15882 -2.15858
H 2.78136 1.43336 -5.18198
H 1.42022 2.38433 -7.04305
H -0.69617 3.54479 -6.55130
H -2.39332 4.37588 -4.86990
H -3.02913 4.49754 -2.43963
H -1.72838 3.33681 -0.76227
C -5.16083 -5.75191 3.58245
C -3.95603 -4.87784 3.79696
C -2.70175 -5.44142 4.03026
C -1.58193 -4.64550 4.18432
C -1.71533 -3.26549 4.11285
C -2.95093 -2.68266 3.89243
C -4.06552 -3.49391 3.73564
S -0.28360 -2.24156 4.29105
O 0.52332 -2.73062 5.37625
O -0.75839 -0.88360 4.30636
N 0.53835 -2.59323 2.92998
C 0.04568 -2.00886 1.67159
C 0.54829 -2.82554 0.48788
C -0.22714 -2.48650 -0.77514
O -1.33508 -2.96091 -0.94202
O -0.17051 -0.40866 -1.91655
H -5.02999 -6.72859 4.04791
H -5.33197 -5.91317 2.51591
H -6.05995 -5.29309 3.99407
H -2.60455 -6.51930 4.08516
H -0.60669 -5.08103 4.35831
H -3.02643 -1.60507 3.84224
H -5.03406 -3.04206 3.55672
H 1.53346 -2.48823 3.09431
H 0.34904 -0.96987 1.56674
H -1.04561 -2.05450 1.69293
H 0.35519 -3.88217 0.68681
H 1.61942 -2.67960 0.36376
```

Results
Spin multiplicity: 2
⟨S²⟩: 0.77
Highest occupied orbital energy (spin up / spin down), eV: -2.3 / -2.2
LUMO (spin up / spin down), eV: 2.34 / 2.34
Frontier orbital gap (spin up / spin down), eV: 4.594 / 4.507
Total charge: -1

***

# 2
A molecular structure, C19H39O2P3PtS in a non-equilibrium geometry. Source: the OMol25 dataset; level of theory: wB97M-V/def2-TZVPD.

```
65
Properties=species:S:1:pos:R:3
P 3.62998 -0.26024 0.52356
C 4.25976 -0.37794 2.19961
H 5.27385 -0.80564 2.16523
H 3.61109 -1.02225 2.81181
H 4.31207 0.62315 2.65169
C 3.48185 -1.89637 -0.19362
H 3.19149 -1.82860 -1.25190
H 2.73859 -2.49529 0.35372
H 4.46336 -2.39375 -0.12483
C 4.64504 0.81122 -0.48983
H 5.60764 0.31280 -0.68673
H 4.83906 1.75487 0.04135
H 4.14919 1.03001 -1.44692
P -1.03083 3.73708 -0.74005
C -0.65587 3.58021 1.02197
H -1.02974 4.41781 1.62066
H 0.42609 3.49663 1.15132
H -1.07875 2.64185 1.39028
C -0.15583 5.17014 -1.45468
H -0.14195 5.01899 -2.54479
H 0.89181 5.15085 -1.12259
H -0.61065 6.13857 -1.20851
C -2.84075 3.83436 -0.97704
H -3.28128 4.79553 -0.67764
H -3.31102 3.01116 -0.42048
H -3.03799 3.64102 -2.04249
P -2.96962 -2.22056 0.50089
C -3.50631 -2.70044 2.14726
H -4.04075 -3.66134 2.08497
H -4.18926 -1.94197 2.55685
H -2.64157 -2.81076 2.81819
C -4.36319 -2.09254 -0.62013
H -4.91741 -3.04523 -0.61914
H -4.02364 -1.88031 -1.64486
H -5.04104 -1.28970 -0.29427
C -1.74347 -3.38053 -0.10962
H -2.26356 -4.29961 -0.42624
H -1.01882 -3.63179 0.67944
H -1.20209 -2.96598 -0.97101
Pt -0.30189 1.36805 -2.57555
C 1.97001 0.47328 0.67310
O 0.93772 0.83580 1.08046
C -2.18818 -0.58919 0.68028
O -1.64630 0.38453 1.02939
C -1.37931 0.26353 -3.84066
C -0.94306 -0.51830 -2.72742
C 0.43004 -0.47939 -2.32038
C 1.36290 0.35637 -3.02073
C 0.92113 1.13936 -4.13456
C -0.44800 1.08699 -4.54507
H -2.44240 0.40243 -4.00430
H -1.67972 -0.98182 -2.07176
H 0.71893 -0.91840 -1.36804
H 2.34184 0.54223 -2.58430
H 1.56142 1.92447 -4.51738
H -0.82014 1.83315 -5.23747
C 0.87534 -3.46614 3.50603
S 0.68271 -2.01192 2.46326
C 0.27674 -0.81042 3.74797
H 1.12497 -4.30482 2.84737
H -0.06036 -3.67858 4.03512
H 1.69352 -3.30663 4.21710
H -0.16059 -1.33368 4.60577
H 1.19066 -0.28915 4.05504
H -0.44352 -0.08717 3.35529
```

Results
Spin multiplicity: 5
⟨S²⟩: 6.03
ΔE to the lowest compared entry with this formula, charge and spin, eV: 2.700
Highest occupied orbital energy (spin up / spin down), eV: -18.5 / -18.9
LUMO (spin up / spin down), eV: -11.68 / -14.38
Frontier orbital gap (spin up / spin down), eV: 6.851 / 4.506
Total charge: +4

***

# 3
A molecular structure, C4H9IrN2O2S6. Source: the OMol25 dataset; level of theory: wB97M-V/def2-TZVPD.

```
24
Properties=species:S:1:pos:R:3
Ir 0.18744 1.81805 -0.37741
S -0.38801 2.83691 -2.31339
S 1.36445 3.91107 -2.64200
S 2.60321 2.30284 -2.81025
S 2.36918 1.46522 -0.89042
C 1.16552 0.19526 2.53830
O 0.70086 1.30129 1.74805
C 0.72169 2.59029 2.27332
S 1.03705 2.91793 3.82151
S 0.35695 3.63440 0.93822
H 1.14890 -0.65921 1.86763
H 0.50977 0.04531 3.39412
H 2.17605 0.39502 2.88683
C -1.56751 -3.36173 -1.35664
N -0.83261 -2.16552 -1.70378
C -0.80863 -1.02831 -0.98254
N -1.46740 -1.01656 0.19828
O -0.18727 -0.04471 -1.42249
H -1.41940 -4.09769 -2.14137
H -2.64037 -3.16979 -1.27774
H -1.20667 -3.79829 -0.42232
H -0.33803 -2.10678 -2.57747
H -1.98637 -1.80712 0.53173
H -1.49879 -0.15786 0.71982
```

Results
ΔE to the lowest compared entry with this formula, charge and spin, eV: 0.117
Highest occupied orbital energy, eV: -7.4
LUMO, eV: -1.10
Frontier orbital gap, eV: 6.295

***

# 4
C10H13NO2S in the gas phase in a non-equilibrium geometry. Source: the OMol25 dataset; level of theory: wB97M-V/def2-TZVPD.

```
27
Properties=species:S:1:pos:R:3
C -2.67413 -1.14799 0.13340
C -2.53942 1.16572 -0.50569
C -1.37019 -1.29317 -0.19654
C -1.21100 1.07335 -0.73673
C -3.32470 0.14893 -0.04000
C -0.64148 -0.20743 -0.73187
C 1.69412 -1.34315 1.00333
C 2.24310 -0.26450 0.18243
C 3.63369 -0.66540 -0.40288
C 2.13556 1.12145 0.72600
N -4.67935 0.25898 0.17157
O 0.98125 -1.08198 1.92321
O 2.95352 2.06042 0.08156
S 1.04750 -0.53354 -1.30144
H -3.33626 -1.97792 0.39703
H -3.06673 2.14839 -0.90073
H -0.81793 -2.15315 -0.32268
H -0.76817 1.90723 -1.26101
H 1.77363 -2.35684 0.64219
H 3.77389 -1.56458 -0.97109
H 4.09368 0.11782 -1.07249
H 4.20798 -0.67051 0.52335
H 2.41745 1.02044 1.78141
H 1.08907 1.36509 0.69522
H 2.61016 2.31179 -0.78865
H -5.07104 -0.53094 0.73355
H -5.15418 1.09151 0.23756
```

Results
SMILES: C[C@@](C=O)(CO)Sc1ccc(N)cc1
ΔE to the lowest compared entry with this formula, charge and spin, eV: 2.169
Highest occupied orbital energy, eV: -8.1
LUMO, eV: 0.74
Frontier orbital gap, eV: 8.835

***

Calculated total energy, respectively: -93106.876 -66329.891 -79220.872 -26999.674 eV.